Record 1
DFT (wB97M-V/def2-TZVPD) results for a single C25H31N3O4 molecule.

E_tot   -1436.53946 Ha
Spin multiplicity   1
Highest occupied orbital energy   -8.86 eV
Net charge   0
SMILES string   COC(=O)c1cccc(C(=O)N2CCC[C@H](CCC(=O)N(C)CCc3ccccn3)C2)c1
Energy relative to the best compared isomer or geometry (same formula, charge and spin)   130.0 kJ/mol

XYZ file:
```
63
C25H31N3O4 (wB97M-V/def2-TZVPD)
C 7.3719 2.8377 1.1772
H 7.2925 3.8104 1.6668
H 7.9478 2.9559 0.2568
H 7.8469 2.1153 1.8360
O 6.0810 2.3239 0.8884
C 5.3157 3.0866 0.0914
O 5.6889 4.1380 -0.3678
C 3.9814 2.4899 -0.1600
C 3.6005 1.2798 0.4114
C 2.3440 0.7561 0.1430
C 1.4631 1.4517 -0.6787
C 1.8446 2.6545 -1.2498
C 3.0997 3.1734 -0.9948
H 3.4190 4.1097 -1.4264
H 1.1585 3.1870 -1.8908
H 0.4799 1.0448 -0.8658
C 1.8708 -0.5078 0.7958
O 1.0181 -0.4721 1.6698
N 2.4356 -1.6573 0.3755
C 3.3554 -1.7984 -0.7287
H 3.7159 -0.8184 -1.0425
C 2.6856 -2.5164 -1.9046
C 2.0421 -3.8273 -1.4513
H 1.4897 -4.2692 -2.2819
H 2.8283 -4.5295 -1.1615
C 1.1054 -3.6077 -0.2554
C 1.9187 -2.9219 0.8508
H 1.3158 -2.7305 1.7378
H 2.7634 -3.5607 1.1321
H 0.7759 -4.5820 0.1220
C -0.1286 -2.8005 -0.6679
C -1.0938 -2.5065 0.4764
C -2.2917 -1.7293 -0.0352
O -2.4790 -1.5145 -1.2204
N -3.1520 -1.2879 0.9164
C -2.8981 -1.4166 2.3320
H -2.0038 -0.8644 2.6335
H -2.7704 -2.4647 2.6099
H -3.7515 -1.0191 2.8767
C -4.2697 -0.4660 0.5083
H -5.1484 -0.7259 1.1048
H -4.4689 -0.6941 -0.5415
C -3.9646 1.0343 0.6552
C -5.1297 1.8401 0.1671
N -5.9797 2.2765 1.0871
C -7.0383 2.9651 0.6975
C -7.3150 3.2562 -0.6282
C -6.4315 2.7967 -1.5938
C -5.3212 2.0762 -1.1924
H -4.6095 1.7001 -1.9114
H -6.6070 2.9986 -2.6410
H -8.1922 3.8238 -0.8974
H -7.6934 3.2978 1.4928
H -3.0730 1.2641 0.0700
H -3.7809 1.2719 1.7032
H -1.4346 -3.4333 0.9444
H -0.5987 -1.8952 1.2318
H -0.6628 -3.3438 -1.4498
H 0.1735 -1.8435 -1.0938
H 1.9304 -1.8628 -2.3421
H 3.4352 -2.7165 -2.6718
H 4.2117 -2.3899 -0.3809
H 4.2813 0.7573 1.0658
```

Charges obtained by Mulliken population analysis, quoted in units of e: -0.6774 0.3000 0.2988 0.2242 -0.2949 0.4442 -0.6166 0.1762 0.1353 -0.0281 -0.6229 -0.8336 -0.5855 0.4876 0.4292 0.5604 0.6273 -0.6859 0.1377 -0.6637 0.3949 -0.6694 -1.3747 0.4380 0.4542 0.5919 -1.6227 0.5334 0.5442 0.4772 -0.7465 -0.5553 0.5436 -0.7103 0.2544 -1.0360 0.3061 0.3301 0.3916 -1.1508 0.3781 0.3399 -0.2365 0.5688 -0.5177 -0.2404 -0.4251 -0.5195 -0.4525 0.4084 0.3963 0.3691 0.3814 0.1899 0.3424 0.2868 0.3575 0.7168 -0.1405 0.2903 0.4356 0.2932 0.5716

***

Record 2
DFT (wB97M-V/def2-TZVPD) results for 10 unconnected molecules or ions with the total composition C35H91N5O10 in a non-equilibrium geometry.

E_tot   -2413.65709 Ha
Spin multiplicity   2
Highest occupied orbital energy (alpha / beta)   -8.83 / -8.83 eV
Net charge   +1
Energy relative to the best compared isomer or geometry (same formula, charge and spin)   130.1 kJ/mol

XYZ file:
```
141
C35H91N5O10 (wB97M-V/def2-TZVPD)
C 6.6088 -1.8652 -1.0402
C 6.1002 -2.4803 -2.3501
C 4.6154 -2.1896 -2.4416
C 4.1905 -0.6950 -2.8366
C 4.9838 -0.3333 -4.1044
C 6.4905 -0.5730 -4.0402
N 6.7612 -1.9426 -3.5508
O 8.0506 -2.2818 -3.7629
C 6.9290 -0.4458 -5.5899
C 7.1145 0.5043 -3.1477
C 6.2701 -4.0181 -2.2957
H 6.5198 -0.7796 -1.0795
H 7.6351 -2.1093 -0.7660
H 6.1984 -2.2483 -0.1059
H 4.2483 -2.8886 -3.1932
H 4.1745 -2.3085 -1.4519
H 4.2840 0.0226 -2.0214
H 3.1240 -0.6206 -3.0490
H 4.8416 0.7459 -4.1623
H 4.5138 -0.8302 -4.9531
H 7.9657 -0.1129 -5.6408
H 6.7637 -1.3976 -6.0946
H 6.3436 0.3010 -6.1262
H 8.0617 0.1372 -2.7525
H 7.3733 1.3671 -3.7615
H 6.3918 0.8682 -2.4173
H 5.5995 -4.5478 -1.6190
H 7.2657 -4.2753 -1.9342
H 6.0799 -4.5083 -3.2504
H 7.9410 -2.4458 -4.7024
C -4.6552 2.9270 7.6801
C -3.4187 1.9622 7.6157
C -3.6000 0.8301 8.6489
C -2.8810 -0.5272 8.3153
C -3.0091 -0.7629 6.8472
C -2.6586 0.3456 5.7985
N -3.3267 1.5188 6.2273
O -3.4659 2.5210 5.2657
C -1.1203 0.5243 5.7670
C -3.2131 -0.1490 4.4460
C -2.1028 2.6632 8.0572
H -5.0094 2.9939 8.7087
H -5.4975 2.4538 7.1753
H -4.5790 3.8931 7.1811
H -3.2197 1.2474 9.5812
H -4.6703 0.7145 8.8198
H -3.2006 -1.4457 8.8074
H -1.8681 -0.2870 8.6385
H -3.9955 -1.1742 6.6328
H -2.3128 -1.5682 6.6131
H -0.6093 -0.4186 5.5723
H -0.7597 1.0852 4.9047
H -0.6354 0.7467 6.7175
H -4.3011 -0.0824 4.4384
H -2.9337 0.4355 3.5695
H -2.8400 -1.1432 4.2002
H -2.3266 3.3552 8.8692
H -1.6690 3.2934 7.2808
H -1.3544 2.0062 8.5004
H -4.3549 2.3959 4.9256
C 2.9465 1.9032 -8.5195
C 2.7313 0.6536 -7.7660
C 1.3356 0.6412 -7.0258
O 1.1609 1.8244 -6.2674
C 1.9981 1.9588 -5.1067
N 2.7187 -0.4170 -8.7253
H 3.0951 2.6272 -7.7184
H 2.1155 2.2927 -9.1075
H 3.8699 1.8224 -9.0930
H 3.5237 0.4703 -7.0403
H 1.3273 -0.2393 -6.3833
H 0.4444 0.6418 -7.6534
H 1.5639 1.3950 -4.2811
H 1.6768 2.9489 -4.7833
H 3.0848 1.9810 -5.1891
H 2.5697 -1.2634 -8.1948
H 1.8755 -0.2632 -9.2596
C -3.2289 -1.4018 1.2751
C -2.2608 -0.3218 0.7542
C -1.1867 -0.9038 -0.2695
O -0.0080 -0.0937 -0.5227
C 0.9565 -0.6660 -1.3791
N -3.0410 0.6953 0.1619
H -2.6122 -2.1178 1.8184
H -3.4771 -2.0485 0.4335
H -4.1389 -1.2302 1.8499
H -1.6680 0.0992 1.5663
H -1.6960 -1.0362 -1.2240
H -0.7853 -1.8975 -0.0707
H 0.7915 -0.8369 -2.4429
H 1.2530 -1.6247 -0.9535
H 1.8286 -0.0489 -1.1631
H -3.4986 0.3741 -0.6793
H -2.4493 1.4217 -0.2155
C -0.5334 3.5875 0.7873
C -0.5474 3.2538 2.3125
C 0.8630 3.2914 3.0238
O 1.9001 2.6019 2.3646
C 1.6705 1.1465 2.2573
N -1.3633 4.2779 2.9411
H -1.5348 3.8316 0.4325
H -0.1342 2.7315 0.2434
H 0.1031 4.4530 0.6030
H -1.1035 2.3193 2.3870
H 0.7117 2.8095 3.9897
H 1.2904 4.2581 3.2902
H 0.6938 0.9379 1.8207
H 1.5692 0.7517 3.2682
H 2.5341 0.7394 1.7316
H -2.3146 4.1473 2.6279
H -1.4253 4.0867 3.9309
C -5.9040 1.6442 -2.2746
O -5.7916 0.7710 -1.1766
H -6.5522 2.5006 -2.0891
H -4.8868 1.9658 -2.4979
H -6.1372 1.2282 -3.2547
H -6.6037 0.5936 -0.6963
C -3.0002 -2.7563 -3.7974
O -3.7602 -3.8509 -3.2968
H -2.0718 -2.7975 -3.2278
H -2.9540 -2.8860 -4.8786
H -3.4630 -1.7933 -3.5814
H -4.4770 -3.4859 -2.7728
C 1.7593 -4.6377 -1.7853
O 1.4079 -3.9419 -2.8970
H 2.0839 -4.0349 -0.9372
H 0.8877 -5.1596 -1.3903
H 2.5386 -5.3539 -2.0458
H 0.5919 -4.3279 -3.2238
C -5.8865 -4.5759 1.7012
O -5.0294 -3.9381 2.5391
H -6.8435 -4.8108 2.1672
H -6.0175 -3.8973 0.8584
H -5.3703 -5.4088 1.2239
H -4.7428 -4.5791 3.1938
C -5.0957 3.3240 1.2838
O -3.8223 3.0120 1.6814
H -5.1618 3.2901 0.1963
H -5.6978 2.4846 1.6316
H -5.4381 4.2777 1.6854
H -3.6092 2.1756 1.2611
```

These are the Mulliken partial charges, in e, on atoms 1 to 99: -1.6965 1.6372 -1.2243 -0.5437 -1.5175 2.0173 0.5169 -0.2854 -1.8665 -1.9543 -1.9237 0.3586 0.4058 0.4241 0.3842 0.5507 0.4444 0.0876 0.4984 0.2783 0.4322 0.5261 0.4076 0.3817 0.4544 0.4398 0.3956 0.4228 0.4307 0.4232 -1.8925 1.4689 -1.4741 -0.8257 -1.2849 1.8996 0.5886 -0.2890 -1.4806 -2.0994 -1.7310 0.4450 0.4763 0.3222 0.5055 0.4593 0.4024 0.3407 0.4871 0.4635 0.4762 -0.0551 0.4076 0.4864 0.0769 0.3754 0.5624 0.1626 0.3884 0.2653 -1.5192 1.3810 -0.6582 -0.4054 -0.5404 -0.7573 0.3372 0.3480 0.4095 -0.5731 0.3349 0.3773 0.1420 0.3802 0.2336 0.2551 0.3206 -2.1926 2.2091 -1.4229 -0.2195 -0.7924 -0.4179 0.4061 0.4970 0.3585 -0.4981 0.2023 0.5444 0.2434 0.4157 0.2056 0.0876 0.2874 -1.3494 2.2761 -0.9458 -0.4268 -0.2390

***

Record 3
DFT (wB97M-V/def2-TZVPD) results for 10 unconnected molecules or ions with the total composition C3H27NO9 in a non-equilibrium geometry.

E_tot   -862.40253 Ha
Spin multiplicity   2
Highest occupied orbital energy (alpha / beta)   0.52 / -7.09 eV
Net charge   -1

XYZ file:
```
40
C3H27NO9 (wB97M-V/def2-TZVPD)
C 0.2992 3.2370 1.7766
C -0.1039 2.6782 0.4121
C 0.8511 3.2183 -0.6570
N -0.0358 1.2019 0.3662
H -0.3159 2.8076 2.5654
H 1.3796 3.1586 1.8851
H 0.0223 4.2991 1.7704
H -1.1039 3.0462 0.1836
H 0.5799 4.2339 -0.9359
H 1.8767 3.2449 -0.2935
H 0.7904 2.7142 -1.6210
H -0.8928 0.7612 0.6754
H 0.6786 0.9392 1.0385
H 4.3698 -0.8850 1.7634
H 3.4795 -1.0449 3.0508
O 4.2065 -1.4206 2.5488
H -2.5562 -1.7168 -2.7638
H -1.5412 -2.6972 -2.9079
O -2.4670 -2.6703 -2.5905
H 3.5441 -2.7068 0.6949
H 2.3668 -3.6537 0.5951
O 2.8197 -2.9567 0.0963
H -2.2074 -3.3274 -0.8790
H -1.9708 -4.3272 0.2772
O -1.9068 -3.3917 0.0521
H -1.3379 1.2924 -2.6351
H -0.7498 0.6703 -1.3374
O -1.1843 0.4467 -2.1923
H 2.5193 0.2807 -0.2339
H 2.6776 -1.2050 0.1394
O 2.9160 -0.2989 0.4274
H -2.4818 -0.9239 -0.1965
H -2.9224 -1.9383 0.7810
O -3.2402 -1.0959 0.3817
H -2.2527 0.4815 2.2781
H -3.4964 0.8054 1.6637
O -2.7699 1.2844 2.1044
H -0.2953 -0.8918 -3.0720
H 0.3470 -1.8611 -2.1364
O 0.1085 -1.7887 -3.0753
```

Charges obtained by Mulliken population analysis, quoted in units of e: -1.7968 0.8073 -1.6278 -1.5611 0.3761 0.4732 0.4126 0.3132 0.4663 0.3420 0.3252 0.2333 0.4876 0.3280 0.4069 -0.7793 0.2317 0.4612 -0.8344 0.3724 0.3800 -0.8152 0.2854 0.4537 -0.8123 0.1668 0.3312 -0.0539 0.2810 0.4943 -0.7843 0.2998 0.3209 -0.7390 0.4078 0.2844 -0.7228 0.3246 0.3032 -0.8434